Version 1
C4H7NO | wB97M-V/def2-TZVPD

The highest occupied orbital energy (alpha / beta) is -0.317 / -0.317 Ha. As for the LUMO energy (alpha / beta): -0.3 / -0.3 eV. The gap between HOMO and LUMO (alpha / beta) is 8.32 / 8.32 eV. The total charge is 0.

CARTESIAN COORDINATES (ANGSTROEM)
C (1.08150, 0.75754, 0.17516)
C (0.40147, -0.33144, -0.73264)
C (-0.53730, -1.29918, 0.07207)
N (-1.44354, -0.36165, 0.71805)
C (-1.39817, 0.79105, 0.40214)
O (-0.36639, 0.33716, -1.60582)
H (0.70052, 1.74766, -0.12789)
H (1.02310, 0.68392, 1.27113)
H (2.12536, 0.75312, -0.10778)
H (1.18414, -1.00169, -1.16099)
H (-1.10332, -1.96666, -0.59000)
H (-0.05216, -1.87711, 0.85952)
H (-1.61523, 1.76727, 0.82705)

Version 2
C4H7NO | wB97M-V/def2-TZVPD

The highest occupied orbital energy is -0.353 Ha. As for the LUMO energy: 1.0 eV. The SMILES is C[C@H]1NCC1=O. The gap between HOMO and LUMO is 10.57 eV. The total charge is 0.

CARTESIAN COORDINATES (ANGSTROEM)
C (-1.44549, -0.82443, 0.22341)
C (-0.30796, -0.18772, -0.64113)
C (1.31135, 0.91022, 0.25264)
C (1.18863, -0.48747, -0.21470)
H (-1.59585, -1.89143, -0.04109)
H (-2.38922, -0.32099, 0.00231)
H (-1.13691, -0.81822, 1.25619)
H (-0.55130, -0.25711, -1.68868)
H (-0.61074, 1.69942, 0.19562)
H (2.23844, 1.46751, -0.07508)
H (1.34475, 0.85623, 1.36271)
N (0.04786, 1.28685, -0.44317)
O (1.90643, -1.43286, -0.18904)

Stability ranking, top entry: version 2; the second entry is 3.000 eV less favorable.

Version 1
C4H7NO | wB97M-V/def2-TZVPD

The highest occupied orbital energy is -0.305 Ha. As for the LUMO energy: 0.6 eV. The gap between HOMO and LUMO is 8.92 eV. The total charge is 0.

CARTESIAN COORDINATES (ANGSTROEM)
O (-1.94579, 0.47462, 0.05581)
C (-0.64039, 0.57070, -0.44567)
C (0.46167, 0.93491, 0.57910)
C (1.14367, -0.44543, 0.58169)
N (0.36000, -1.46188, 0.61567)
C (-0.09599, -0.83537, -0.76712)
H (-1.89884, -0.23671, 0.71242)
H (-0.66404, 1.27737, -1.28381)
H (0.06185, 1.13583, 1.58464)
H (1.10684, 1.76525, 0.28888)
H (2.22855, -0.56892, 0.49485)
H (-0.73353, -1.69707, -0.80609)
H (0.61602, -0.91330, -1.61037)

Version 2
C4H7NO | wB97M-V/def2-TZVPD

The highest occupied orbital energy is -0.339 Ha. As for the LUMO energy: 1.0 eV. The SMILES is O=CCN1CC1. The gap between HOMO and LUMO is 10.26 eV. The total charge is 0.

CARTESIAN COORDINATES (ANGSTROEM)
O (-2.54003, -0.93020, 0.33272)
C (-1.34679, -0.79860, 0.46373)
C (-0.68517, 0.50881, 0.87219)
N (0.53830, 0.87420, 0.17777)
C (0.56960, 0.41856, -1.18932)
C (1.52770, -0.13048, -0.19985)
H (-0.66094, -1.65881, 0.29990)
H (-0.49141, 0.43813, 1.94660)
H (-1.40656, 1.31574, 0.70659)
H (0.82005, 1.13321, -1.95867)
H (-0.29301, -0.21452, -1.41947)
H (1.41669, -1.18092, 0.06550)
H (2.55156, 0.22488, -0.09769)

Version 3
C4H7NO | wB97M-V/def2-TZVPD

The highest occupied orbital energy (alpha / beta) is -0.224 / -0.224 Ha. As for the LUMO energy (alpha / beta): 0.9 / 0.9 eV. The gap between HOMO and LUMO (alpha / beta) is 6.99 / 6.99 eV. The total charge is 0.

CARTESIAN COORDINATES (ANGSTROEM)
C (-0.27520, -0.15890, 1.17702)
C (1.14668, 0.13601, 0.66282)
O (1.36448, -0.48620, -0.60655)
C (0.38149, -0.30791, -1.51378)
N (-0.83146, 0.03181, -1.13459)
C (-1.28143, 0.20240, 0.14390)
H (-0.32689, -1.23347, 1.41490)
H (-0.45317, 0.38182, 2.11353)
H (1.28951, 1.21619, 0.55571)
H (1.92424, -0.27412, 1.31286)
H (0.64209, -0.51401, -2.54116)
H (-1.54586, 0.03507, -1.85264)
H (-2.03449, 0.97132, 0.26797)

Version 4
C4H7NO | wB97M-V/def2-TZVPD

The highest occupied orbital energy is -0.328 Ha. As for the LUMO energy: 0.8 eV. The SMILES is CC(=O)[C@H]1CN1. The gap between HOMO and LUMO is 9.76 eV. The total charge is 0.

CARTESIAN COORDINATES (ANGSTROEM)
C (-0.60885, -1.71543, 0.67333)
C (0.45084, -0.65708, 0.53621)
O (1.33305, -0.52358, 1.36627)
C (0.44161, 0.14981, -0.71730)
C (-0.18111, 1.65089, -0.66764)
N (1.21388, 1.36160, -0.77905)
H (-0.29183, -2.61361, 0.13601)
H (-1.55692, -1.39413, 0.23455)
H (-0.73415, -1.96215, 1.72852)
H (-0.42366, 0.15541, -1.40099)
H (-0.64282, 1.88815, 0.27008)
H (-0.59971, 2.18318, -1.53992)
H (1.59966, 1.47696, 0.15994)

Stability ranking, top entry: version 2; the second entry is 0.542 eV less favorable.

Version 1
C4H7NO | wB97M-V/def2-TZVPD

The highest occupied orbital energy is -0.382 Ha. As for the LUMO energy: -0.2 eV. The SMILES is C=CC#N.[H][H].C=O. The gap between HOMO and LUMO is 10.21 eV. The total charge is 0.

CARTESIAN COORDINATES (ANGSTROEM)
O (-1.00502, -1.96585, -0.08546)
C (-0.90650, -1.15974, -0.97868)
C (-0.59312, 1.11249, -0.01695)
C (0.53417, 0.98999, 0.68584)
C (1.79501, 0.86120, 0.00703)
N (2.77780, 0.74622, -0.59478)
H (0.15599, -1.47520, 1.19571)
H (-1.79743, -0.63232, -1.36042)
H (0.04727, -0.95105, -1.50083)
H (-1.56399, 1.12670, 0.46598)
H (-0.55080, 1.27125, -1.08802)
H (0.55741, -0.92740, 1.50109)
H (0.54923, 1.00372, 1.76950)

Version 2
C4H7NO | wB97M-V/def2-TZVPD

The highest occupied orbital energy (alpha / beta) is -0.310 / -0.310 Ha. As for the LUMO energy (alpha / beta): 0.8 / 0.8 eV. The SMILES is C=[NH+][O-].C#CC. The gap between HOMO and LUMO (alpha / beta) is 9.23 / 9.23 eV. The total charge is 0.

CARTESIAN COORDINATES (ANGSTROEM)
C (-1.10749, 1.63372, 0.61747)
C (-1.42642, 0.61540, 0.06174)
C (2.50556, -0.42373, 0.48404)
C (-2.02752, -0.62233, -0.41558)
N (1.61671, -0.16143, -0.42739)
O (1.45625, 1.03961, -0.68790)
H (-0.92632, 2.52454, 1.15957)
H (2.68908, -1.46858, 0.72516)
H (3.07380, 0.35927, 1.00193)
H (-1.86594, -1.51559, 0.36354)
H (-1.73352, -0.86483, -1.38305)
H (-3.21836, -0.42170, -0.48849)
H (0.96417, -0.69436, -1.01103)

Version 3
C4H7NO | wB97M-V/def2-TZVPD

The highest occupied orbital energy is -0.384 Ha. As for the LUMO energy: 0.7 eV. The SMILES is N#CCCC=O.[H][H]. The gap between HOMO and LUMO is 11.17 eV. The total charge is 0.

CARTESIAN COORDINATES (ANGSTROEM)
O (1.38756, -0.49914, 1.42943)
C (1.26806, -0.69371, 0.24445)
C (-0.07112, -0.88432, -0.43752)
C (-1.23675, -0.25179, 0.33110)
C (-1.37820, 1.18942, 0.08848)
N (-1.49954, 2.32129, -0.11663)
H (1.51880, 1.61138, 0.05067)
H (2.15301, -0.77820, -0.42051)
H (1.36733, 1.63939, -0.67427)
H (-0.21405, -1.97316, -0.46837)
H (-0.03202, -0.54520, -1.47889)
H (-1.08248, -0.40835, 1.40303)
H (-2.18059, -0.72762, 0.04904)

Version 4
C4H7NO | wB97M-V/def2-TZVPD

The highest occupied orbital energy is -0.358 Ha. As for the LUMO energy: 1.0 eV. The SMILES is C[C@H]1COC=N1. The gap between HOMO and LUMO is 10.74 eV. The total charge is 0.

CARTESIAN COORDINATES (ANGSTROEM)
C (-1.37984, -0.78241, 0.35408)
C (-0.33065, -0.03982, -0.47736)
C (0.30457, 1.23383, 0.05421)
O (1.58774, 0.77061, 0.62273)
C (1.77966, -0.40780, -0.03552)
N (0.83062, -0.91202, -0.71233)
H (-1.68498, -1.67540, -0.20251)
H (-2.26799, -0.16119, 0.51382)
H (-1.00496, -1.12169, 1.32540)
H (-0.81006, 0.30938, -1.39035)
H (-0.39439, 1.80346, 0.68983)
H (0.61263, 1.86924, -0.78339)
H (2.75764, -0.88619, 0.04139)

Stability ranking, top entry: version 4; the second entry is 0.973 eV less favorable.